No. 1
Here is one molecule with the formula C6H7NO3 from OMol25. Energies are from ωB97M-V with the def2-TZVPD basis set.

Last column: Mulliken charge in e.
Positions of all 17 atoms, in Å:
O  0.819  -2.739  1.255  -0.67
O  -1.464  -3.218  -0.124  -0.55
O  -0.894  0.418  -0.446  -0.32
N  0.499  2.898  -0.866  -0.63
C  0.956  -0.505  0.575  -0.45
C  0.347  -1.816  0.640  0.88
C  -1.384  -0.803  -0.686  -0.46
C  -0.928  -1.951  -0.079  0.12
C  0.696  1.994  0.317  -0.56
C  0.300  0.550  0.161  0.35
H  -1.073  -3.630  0.706  0.38
H  0.777  2.433  -1.652  0.24
H  -0.504  3.035  -0.972  0.27
H  -2.197  -0.792  -1.395  0.41
H  0.263  2.488  1.237  0.29
H  1.934  -0.419  1.019  0.37
H  1.852  2.057  0.309  0.32

As for the net charge: 0. The value obtained for the orbital gap is 9.67 eV. The total energy comes out at -513.26024 a.u. The largest force on an atom comes out at 4.1 eV/Å. The calculation puts the LUMO energy at 0.5 eV. The calculation puts the energy above the lowest of the compared OMol25 structures with the same formula, charge and spin at 138.8 kJ/mol. As for the SMILES: NCc1cc(=O)c(O)co1.

---

No. 2
Here is a 2-piece molecular cluster, C6H7NO4 overall from OMol25. Energies are from ωB97M-V with the def2-TZVPD basis set.

Last column: Mulliken charge in e.
Positions of all 18 atoms, in Å:
O  0.673  -1.694  -1.355  -0.38
O  3.066  0.631  -2.246  -0.49
O  0.852  1.466  -0.725  -0.66
O  0.023  0.324  0.927  -0.22
N  -2.292  0.759  -1.620  -0.36
C  -0.098  0.898  -0.218  0.63
C  2.265  -0.429  -2.802  -0.54
C  -1.409  0.782  -0.882  0.31
C  1.332  -1.057  -2.078  0.76
C  -1.340  0.001  2.908  -1.15
C  -1.023  -0.415  1.493  -0.16
H  -1.893  -0.432  0.736  0.37
H  -0.375  0.167  3.445  0.30
H  2.434  -0.713  -3.868  0.29
H  -2.129  0.858  3.020  0.28
H  2.321  1.094  -1.810  0.46
H  -0.553  -1.393  1.755  0.19
H  -1.855  -0.846  3.319  0.36

As for the net charge: 0. The value obtained for the orbital gap is 8.21 eV. The total energy comes out at -588.43278 a.u. The largest force on an atom comes out at 2.6 eV/Å. The calculation puts the LUMO energy at -0.3 eV. The calculation puts the energy above the lowest of the compared OMol25 structures with the same formula, charge and spin at 316.7 kJ/mol. As for the SMILES: CCOC(=O)C#N.O=C=CO.

---

No. 3
Here is C6H7NO4Zn as an isolated structure from OMol25. Energies are from ωB97M-V with the def2-TZVPD basis set.

Last column: Mulliken charge in e.
Positions of all 19 atoms, in Å:
Zn  -0.271  -0.010  -2.376  0.36
O  -2.973  -1.441  -3.403  -0.04
O  2.439  -1.430  -3.395  -0.05
O  -0.430  0.231  -0.452  -0.68
O  -0.256  3.320  -3.418  -0.05
N  0.190  -0.092  1.678  0.06
C  -2.003  -0.899  -3.114  0.49
C  -1.028  0.587  2.122  -0.74
C  1.477  -0.885  -3.072  0.51
C  0.420  -0.234  0.392  0.29
C  1.143  -0.616  2.660  -0.71
C  -0.246  2.213  -3.144  0.29
H  1.353  -0.756  0.078  0.43
H  2.134  -0.145  2.525  0.34
H  1.266  -1.708  2.537  0.34
H  0.762  -0.397  3.663  0.25
H  -1.048  1.615  1.747  0.30
H  -1.915  0.057  1.760  0.30
H  -1.014  0.588  3.211  0.31

As for the net charge: +2. The value obtained for the orbital gap is 8.54 eV. The total energy comes out at -2367.24608 a.u. The largest force on an atom comes out at 5.6 eV/Å. The calculation puts the LUMO energy at -9.0 eV.

---

No. 4
Here is one molecule with the formula C6H7NS from OMol25. Energies are from ωB97M-V with the def2-TZVPD basis set.

Last column: Mulliken charge in e.
Positions of all 15 atoms, in Å:
S  2.352  2.557  -0.932  -0.26
N  -1.889  -0.465  0.460  -0.64
C  1.413  0.750  0.864  -0.40
C  0.069  0.740  -1.049  -0.45
C  1.170  1.495  -0.373  0.00
C  0.590  -0.362  1.017  -0.69
C  -0.481  -0.254  -0.011  0.84
C  -1.250  -1.468  -0.310  -0.64
H  2.197  1.050  1.553  0.42
H  -0.702  1.472  -1.577  0.28
H  -1.068  -2.403  0.211  0.26
H  0.483  -0.988  1.871  0.43
H  -1.894  -0.670  1.522  0.31
H  -1.447  -1.635  -1.331  0.26
H  0.456  0.180  -1.917  0.29

As for the net charge: 0. The value obtained for the orbital gap is 7.61 eV. The total energy comes out at -685.66932 a.u. The largest force on an atom comes out at 4.2 eV/Å. The calculation puts the LUMO energy at -0.9 eV. The calculation puts the energy above the lowest of the compared OMol25 structures with the same formula, charge and spin at 264.0 kJ/mol. As for the SMILES: S=C1C=C[C@]2(CN2)C1.

---

No. 5
Here is one molecule with the formula C6H7NS2 from OMol25. Energies are from ωB97M-V with the def2-TZVPD basis set.

Last column: Mulliken charge in e.
Positions of all 16 atoms, in Å:
S  -1.349  1.480  0.055  -0.05
S  2.268  1.825  0.115  -0.21
N  -0.047  0.593  -0.419  0.16
C  0.815  -1.386  -1.046  -0.68
C  2.590  -1.218  0.921  -0.40
C  -0.175  -0.504  -1.266  -0.31
C  1.082  0.491  0.426  -0.43
C  -2.397  0.290  0.974  -0.77
C  1.648  -0.980  0.090  0.58
H  -3.443  0.658  0.863  0.32
H  -0.883  -0.731  -2.014  0.46
H  0.844  0.718  1.424  0.32
H  0.795  -2.380  -1.446  0.38
H  -2.285  -0.773  0.493  0.24
H  2.785  1.537  -1.209  0.15
H  -2.250  0.379  2.038  0.27

As for the net charge: 0. The value obtained for the orbital gap is 8.03 eV. The total energy comes out at -1083.74696 a.u. The largest force on an atom comes out at 2.8 eV/Å. The calculation puts the LUMO energy at -0.3 eV. The calculation puts the energy above the lowest of the compared OMol25 structures with the same formula, charge and spin at 533.1 kJ/mol.

---

No. 6
Here is a 2-piece molecular cluster, C6H7O overall from OMol25. Energies are from ωB97M-V with the def2-TZVPD basis set.

Last column: Mulliken charge in e.
Positions of all 14 atoms, in Å:
O  -1.534  -1.304  0.173  -0.34
C  -1.904  -1.232  1.412  -0.42
C  1.407  0.847  -1.742  -0.32
C  -0.071  -0.059  -0.324  0.65
C  0.750  0.633  0.518  -0.45
C  0.293  -0.043  -1.654  -0.56
C  1.720  1.221  -0.434  -0.11
H  -2.950  -1.572  1.584  0.30
H  -1.603  -0.179  1.766  0.17
H  1.995  1.256  -2.524  0.46
H  0.713  0.793  1.504  0.54
H  -1.270  -1.743  2.298  0.25
H  2.533  1.868  -0.010  0.40
H  -0.079  -0.488  -2.568  0.44

As for the net charge: +1. The value obtained for the orbital gap (alpha / beta) is 4.96 / 5.87 eV. The total energy comes out at -307.50492 a.u. The largest force on an atom comes out at 7.5 eV/Å. The calculation puts the LUMO energy (alpha / beta) at -8.5 / -8.2 eV. The calculation puts the energy above the lowest of the compared OMol25 structures with the same formula, charge and spin at 632.8 kJ/mol.

---

No. 7
Here is an isolated ion of composition C6H7O2 and charge +1 from OMol25. Energies are from ωB97M-V with the def2-TZVPD basis set.

Last column: Mulliken charge in e.
Positions of all 15 atoms, in Å:
O  0.412  1.317  -1.232  -0.24
O  -1.192  -0.466  -0.304  -0.48
C  -0.675  2.266  -0.968  -0.55
C  -0.131  -2.261  0.769  -0.46
C  1.486  -0.460  0.055  -0.80
C  1.112  -1.767  0.721  0.05
C  -1.200  -1.641  0.095  0.04
C  0.707  0.392  -0.507  0.96
H  -2.168  -2.071  0.203  0.40
H  2.501  -0.064  0.112  0.36
H  -0.771  2.632  -1.994  0.24
H  -1.297  1.709  -0.319  0.39
H  -0.092  -3.225  1.226  0.36
H  -0.349  3.143  -0.489  0.32
H  1.895  -2.313  1.230  0.39

As for the net charge: +1. The value obtained for the orbital gap is 9.33 eV. The total energy comes out at -382.90469 a.u. The largest force on an atom comes out at 2.5 eV/Å. The calculation puts the LUMO energy at -5.2 eV. The calculation puts the energy above the lowest of the compared OMol25 structures with the same formula, charge and spin at 222.7 kJ/mol.

---

No. 8
Here is a 2-piece molecular cluster, C6H7O2SSi overall from OMol25. Energies are from ωB97M-V with the def2-TZVPD basis set.

Last column: Mulliken charge in e.
Positions of all 17 atoms, in Å:
S  -3.622  -0.276  0.156  0.48
Si  -0.896  1.842  1.168  0.03
O  -4.951  0.343  0.528  -0.50
O  -3.542  -0.665  -1.274  -0.47
C  0.942  -0.432  1.136  -0.38
C  0.627  0.684  -0.937  -0.39
C  1.209  -0.388  -1.599  -0.63
C  1.656  -1.407  0.469  -0.30
C  0.304  0.563  0.420  0.33
C  1.819  -1.394  -0.802  -0.26
H  2.193  -2.187  1.044  0.25
H  -0.586  1.866  2.549  -0.18
H  1.445  -0.452  -2.605  0.41
H  -0.451  3.062  0.387  -0.15
H  0.977  -0.641  2.246  0.20
H  2.457  -2.098  -1.347  0.29
H  0.419  1.581  -1.538  0.27

As for the net charge: -1. The value obtained for the orbital gap (alpha / beta) is 5.14 / 6.40 eV. The total energy comes out at -1070.94735 a.u. The largest force on an atom comes out at 6.7 eV/Å. The calculation puts the LUMO energy (alpha / beta) at 2.8 / 3.5 eV. The calculation puts the energy above the lowest of the compared OMol25 structures with the same formula, charge and spin at 124.6 kJ/mol.

---

No. 9
Here is one molecule with the formula C6H7OP from OMol25. Energies are from ωB97M-V with the def2-TZVPD basis set.

Last column: Mulliken charge in e.
Positions of all 15 atoms, in Å:
P  0.635  0.614  2.235  0.35
O  2.023  0.425  2.623  -0.59
C  0.759  -0.965  -1.459  -0.42
C  0.175  0.146  0.509  0.28
C  1.068  -0.579  -0.189  -0.20
C  -1.099  0.455  -0.002  -0.40
C  -1.414  0.072  -1.278  -0.45
C  -0.464  -0.621  -1.997  -0.33
H  -1.799  1.101  0.584  0.28
H  2.101  -0.745  0.031  0.40
H  -2.521  0.109  -1.484  0.28
H  -0.495  0.168  2.955  0.08
H  0.299  2.073  2.455  0.07
H  1.588  -1.418  -1.999  0.33
H  -0.857  -0.836  -2.983  0.32

As for the net charge: 0. The value obtained for the orbital gap is 10.54 eV. The total energy comes out at -649.39733 a.u. The largest force on an atom comes out at 3.9 eV/Å. The calculation puts the LUMO energy at 0.7 eV. The calculation puts the energy above the lowest of the compared OMol25 structures with the same formula, charge and spin at 0.0 kJ/mol. As for the SMILES: O=[PH2]c1ccccc1.

---

No. 10
Here is one molecule with the formula C6H7OP from OMol25. Energies are from ωB97M-V with the def2-TZVPD basis set.

Last column: Mulliken charge in e.
Positions of all 15 atoms, in Å:
P  2.297  -1.112  2.629  -0.07
O  -2.560  2.368  -0.955  -0.50
C  1.562  -0.898  1.133  -0.33
C  -1.164  2.320  -0.732  -0.72
C  0.939  -1.876  0.306  -0.10
C  -0.650  0.962  -0.662  0.56
C  -0.413  -0.218  -0.761  0.30
C  0.021  -1.545  -0.627  -0.87
H  2.124  -2.506  2.731  -0.03
H  1.496  0.127  0.782  0.24
H  -1.003  2.832  0.223  0.30
H  -0.451  -2.288  -1.256  0.34
H  1.191  -2.917  0.464  0.32
H  -2.765  1.879  -1.759  0.31
H  -0.623  2.874  -1.518  0.27

As for the spin multiplicity: 3. Its expectation value of S² is 2.021. As for the net charge: 0. The value obtained for the orbital gap (alpha / beta) is 7.10 / 7.21 eV. The total energy comes out at -649.20854 a.u. The largest force on an atom comes out at 5.6 eV/Å. The calculation puts the LUMO energy (alpha / beta) at 0.8 / -2.6 eV. The calculation puts the energy above the lowest of the compared OMol25 structures with the same formula, charge and spin at 0.0 kJ/mol.

---

What did the eighth record say?
Here is a 2-piece molecular cluster, C6H7O2SSi overall from OMol25. Energies are from ωB97M-V with the def2-TZVPD basis set.

Last column: Mulliken charge in e.
Positions of all 17 atoms, in Å:
S  -3.622  -0.276  0.156  0.48
Si  -0.896  1.842  1.168  0.03
O  -4.951  0.343  0.528  -0.50
O  -3.542  -0.665  -1.274  -0.47
C  0.942  -0.432  1.136  -0.38
C  0.627  0.684  -0.937  -0.39
C  1.209  -0.388  -1.599  -0.63
C  1.656  -1.407  0.469  -0.30
C  0.304  0.563  0.420  0.33
C  1.819  -1.394  -0.802  -0.26
H  2.193  -2.187  1.044  0.25
H  -0.586  1.866  2.549  -0.18
H  1.445  -0.452  -2.605  0.41
H  -0.451  3.062  0.387  -0.15
H  0.977  -0.641  2.246  0.20
H  2.457  -2.098  -1.347  0.29
H  0.419  1.581  -1.538  0.27

As for the net charge: -1. The value obtained for the orbital gap (alpha / beta) is 5.14 / 6.40 eV. The total energy comes out at -1070.94735 a.u. The largest force on an atom comes out at 6.7 eV/Å. The calculation puts the LUMO energy (alpha / beta) at 2.8 / 3.5 eV. The calculation puts the energy above the lowest of the compared OMol25 structures with the same formula, charge and spin at 124.6 kJ/mol.